No. 1
ORCA calculation (the ωB97M-V functional and the def2-TZVPD basis) on a cluster of 10 separate species, C18H59N3O13 in total at a distorted geometry.

For the LUMO energy (alpha / beta), the calculation gives 2.328 / 2.238 eV. The value obtained for the orbital gap (alpha / beta) is 1.61 / 8.73 eV. As for the multiplicity: 2. The net charge is -1. As for the expectation value of S²: 0.750.

Geometry (Å):
O -2.61598 -3.03621 2.38563
H -2.93541 -3.74737 1.83026
H -1.66614 -3.04770 2.26765
O -2.41744 -1.03318 -0.28847
H -1.57229 -1.11210 -0.73088
H -3.06194 -1.25264 -0.96129
O -4.44286 -1.39879 1.32043
H -3.72334 -1.17144 0.73151
H -5.11689 -1.76277 0.74646
O -0.95632 -0.01027 1.63065
H -0.37164 -0.75916 1.74706
H -1.46072 -0.21952 0.84451
O 0.01330 -0.53782 -1.56333
H 0.90991 -0.46819 -1.23550
H -0.12426 0.26927 -2.05923
O -3.90077 0.28147 3.54844
H -3.33556 0.71645 2.91003
H -4.43033 0.98694 3.92010
O -2.04901 2.29195 2.28683
H -1.70247 2.76090 1.52773
H -1.51627 1.49866 2.34257
C 0.42874 4.69894 -5.38174
O 0.86400 3.51633 -4.72988
C 2.26166 3.42520 -4.54621
C 2.73728 1.98493 -4.31890
N 2.69654 1.49791 -2.94327
C 3.35529 0.19722 -2.67304
C 3.62981 -0.08611 -1.17009
O 2.46927 0.19045 -0.46764
C 2.49910 -0.03818 0.91683
H 0.90711 5.59580 -4.98816
H -0.65766 4.75087 -5.45326
H 0.88374 4.67567 -6.37196
H 2.41557 4.04996 -3.66638
H 2.80314 3.77084 -5.42679
H 3.74138 1.97584 -4.74295
H 2.30229 1.31305 -5.05880
H 1.75376 1.44440 -2.58493
H 4.30239 0.24920 -3.21007
H 2.75733 -0.59941 -3.11565
H 4.53065 0.45174 -0.87464
H 3.88320 -1.14474 -1.11355
H 2.56337 -1.07930 1.23314
H 1.58591 0.33851 1.37757
H 3.32573 0.48714 1.39519
C -1.92899 -3.45560 8.29591
O -1.35042 -2.94858 7.04382
C 0.07747 -2.83070 7.13827
C 0.74177 -2.37442 5.87301
N 0.31849 -3.18028 4.74583
C 1.18975 -2.85361 3.62630
C 0.95299 -3.60271 2.34435
O -0.06492 -2.98119 1.58524
C 0.04871 -3.45131 0.21565
H -1.66717 -2.84450 9.15968
H -1.63878 -4.46757 8.57843
H -3.00230 -3.56952 8.14379
H 0.45439 -3.81092 7.43020
H 0.34124 -2.11878 7.92038
H 1.82513 -2.37262 5.99315
H 0.41401 -1.34843 5.70560
H 0.66504 -4.09252 5.00626
H 2.19077 -3.14849 3.94110
H 1.17263 -1.77771 3.45241
H 0.68472 -4.63034 2.58949
H 1.91965 -3.60719 1.84073
H -0.71609 -3.08001 -0.46649
H -0.02337 -4.53273 0.09967
H 1.01268 -3.13251 -0.18086
C -1.37825 -1.21565 -6.35071
O -1.76375 -0.29249 -5.33533
C -0.64722 0.27776 -4.69852
C -1.26518 1.23350 -3.61626
N -0.24146 1.88028 -2.80278
C -0.91474 2.47628 -1.65751
C -0.02904 3.47589 -0.87772
O -0.72316 3.93367 0.31421
C 0.08761 4.91182 0.92950
H -0.88554 -0.73945 -7.19839
H -2.27372 -1.70857 -6.72922
H -0.78143 -2.03299 -5.94590
H -0.12056 1.04021 -5.27245
H -0.00206 -0.48286 -4.25880
H -1.83736 0.50349 -3.04372
H -1.93829 1.97788 -4.04161
H 0.32880 2.57574 -3.26238
H -1.29606 1.69781 -0.99669
H -1.75307 3.09513 -1.97737
H 0.38250 4.30657 -1.45105
H 0.85843 2.95229 -0.52229
H 0.38356 5.76066 0.31307
H 0.99084 4.39833 1.25905
H -0.36150 5.27222 1.85498

---

No. 2
ORCA calculation (the ωB97M-V functional and the def2-TZVPD basis) on a cluster of 11 separate species, C18H60N2O11 in total at a distorted geometry.

For the LUMO energy, the calculation gives -0.030 eV. The value obtained for the orbital gap is 9.33 eV. As for the multiplicity: 1. The net charge is 0.

Geometry (Å):
C 0.68233 0.02495 0.74849
O -0.45780 0.26220 -0.03497
C -1.05623 -0.92871 -0.55288
C -0.29204 -1.39409 -1.77021
C -0.54824 -0.48508 -2.97953
N -0.62880 -2.75898 -2.16842
H 0.59186 -0.81274 1.45085
H 0.82818 0.89380 1.39359
H 1.58871 -0.14355 0.15829
H -1.09589 -1.67052 0.24768
H -2.05269 -0.61421 -0.86548
H 0.78465 -1.34511 -1.54291
H -0.11932 -0.90633 -3.89029
H -0.14389 0.51872 -2.84731
H -1.61873 -0.38723 -3.17513
H -0.15958 -3.01955 -3.03455
H -0.27407 -3.50758 -1.57446
C 1.05843 4.85507 6.34326
O 0.52568 3.88243 5.47315
C 0.65506 2.59995 6.02988
C 0.12317 1.58254 5.04271
C -1.42717 1.64687 4.94105
N 0.58045 0.21119 5.29507
H 0.84427 5.84259 5.94150
H 2.13541 4.70494 6.44450
H 0.58832 4.82485 7.33187
H 1.71993 2.35502 6.18372
H 0.16715 2.55092 7.01279
H 0.48681 1.84756 4.04410
H -1.72038 1.17121 4.00456
H -1.72626 2.69198 4.82629
H -1.84649 1.15186 5.81134
H 0.47976 -0.03612 6.27901
H 0.00522 -0.48386 4.81259
C -2.50958 -2.12300 5.43482
C -1.91592 -2.78670 4.19558
O -0.99273 -1.86420 3.61780
H -3.02112 -2.78448 6.13158
H -3.18299 -1.34051 5.08283
H -1.76442 -1.59175 6.02659
H -2.73375 -3.01178 3.50377
H -1.48618 -3.77083 4.40270
H -0.42178 -2.33679 3.00161
C -0.00291 1.73598 -6.10596
C 0.54720 2.76153 -7.10026
O -0.08307 2.48769 -8.34286
H 0.38378 0.75149 -6.37760
H -1.08807 1.68693 -6.14914
H 0.31316 1.97932 -5.08957
H 1.63851 2.69214 -7.15448
H 0.34063 3.76019 -6.69958
H -0.11576 3.27261 -8.89814
C 3.16279 2.55162 -2.21137
C 2.09830 3.16467 -1.31177
O 0.99030 3.64472 -2.08985
H 2.70297 1.94533 -2.98739
H 3.77704 1.87225 -1.61352
H 3.81384 3.34425 -2.57794
H 2.46795 3.94821 -0.65204
H 1.67457 2.38053 -0.68206
H 0.99385 4.60586 -2.10285
C -3.52160 -1.32945 -5.69164
C -2.84523 -2.66612 -5.40419
O -3.81224 -3.54875 -4.81910
H -4.47218 -1.49670 -6.19055
H -2.90717 -0.62523 -6.25262
H -3.67243 -0.83408 -4.72900
H -2.00317 -2.56452 -4.71391
H -2.46924 -3.11084 -6.33413
H -3.42867 -4.42849 -4.89644
C 3.65377 -1.15162 3.22984
C 3.64274 -0.86337 4.72841
O 3.46296 0.50742 4.99021
H 4.62010 -0.90774 2.78389
H 2.82746 -0.65219 2.73100
H 3.57677 -2.23859 3.10769
H 4.54393 -1.23783 5.21524
H 2.80080 -1.42955 5.14531
H 2.50540 0.65752 5.11281
O 0.64859 -3.28379 -5.16850
H 1.57982 -3.04090 -5.10160
H 0.40323 -3.06122 -6.07468
O 1.16540 -4.55244 -0.09455
H 1.59066 -5.40315 0.06438
H 1.70400 -4.13680 -0.77872
O -3.69432 -2.83524 -1.83710
H -3.93819 -3.15639 -2.71686
H -2.75637 -2.58931 -1.91862
O -1.54297 2.70652 -0.99766
H -1.07106 2.00159 -0.51575
H -0.85521 3.17101 -1.50419

---

No. 3
ORCA calculation (the ωB97M-V functional and the def2-TZVPD basis) on a cluster of 14 separate species, C18H62NO20S2 in total at a distorted geometry.

For the LUMO energy, the calculation gives 1.857 eV. The value obtained for the orbital gap is 8.52 eV. As for the multiplicity: 1. The net charge is -1.

Geometry (Å):
O -1.03576 -6.04716 -2.46371
C -0.84598 -4.80708 -1.96188
O 0.26024 -3.90358 -2.31952
C 1.55281 -4.36984 -1.77061
C 1.77802 -3.98323 -0.19176
C 2.34205 -2.43791 -0.03227
C 1.13720 -1.55344 0.64018
S 1.23220 0.30229 0.23175
O 2.67866 0.83453 0.38552
O 0.39778 1.00227 1.37484
N 0.44123 0.73123 -1.26569
S 1.57135 0.93888 -2.58085
O 0.71401 1.39866 -3.82433
O 2.26864 -0.38508 -3.04245
O 2.72769 2.17965 -2.34027
H -1.63255 -4.38930 -1.16723
H 1.65774 -5.54513 -1.87738
H 2.41674 -3.87827 -2.43085
H 2.59327 -4.71109 0.22893
H 0.77428 -4.14813 0.43115
H 3.34215 -2.46700 0.61385
H 2.66418 -2.08963 -1.10369
H 1.28721 -1.60965 1.82285
H 0.04659 -1.99945 0.45307
H 3.54610 1.72457 -1.93201
C -2.27108 -2.75815 2.72703
O -1.07912 -2.51605 2.00249
H -3.01279 -3.19591 2.05478
H -2.06700 -3.45455 3.54392
H -2.65458 -1.81535 3.12491
H -0.44032 -2.12803 2.62451
C -2.93553 2.80478 -4.64306
O -2.68822 1.97663 -3.52175
H -3.88442 3.32632 -4.49717
H -2.13084 3.53749 -4.74065
H -2.99479 2.19044 -5.54490
H -1.84051 1.52721 -3.67973
C -3.43939 0.74578 2.93921
O -4.70754 0.19929 3.25141
H -2.81603 -0.03396 2.49525
H -3.55988 1.56368 2.22475
H -2.96480 1.11262 3.85269
H -5.23806 0.91377 3.64334
C -2.06568 4.96718 -1.19820
O -3.35190 4.38651 -1.31126
H -2.17331 6.01620 -0.91245
H -1.49292 4.43992 -0.43147
H -1.55089 4.90477 -2.16015
H -3.22440 3.45668 -1.56561
C 1.90131 3.19744 3.67227
O 3.26441 3.10277 3.30168
H 1.80803 3.89453 4.50836
H 1.31741 3.56693 2.82582
H 1.53684 2.21374 3.97842
H 3.31582 2.47794 2.55838
C 1.21421 -2.78603 -4.99105
O 2.24044 -2.68322 -5.96090
H 1.33245 -3.72604 -4.44693
H 1.28826 -1.95048 -4.29083
H 0.24046 -2.77457 -5.48698
H 2.10959 -1.84005 -6.42725
C 5.46419 -4.74580 -4.86926
O 4.10678 -4.48200 -4.56565
H 5.97078 -5.08800 -3.96375
H 5.52295 -5.52463 -5.63340
H 5.94259 -3.83123 -5.22833
H 3.68343 -4.18046 -5.38748
C -1.00807 7.52979 1.73908
O -2.40560 7.64283 1.93518
H -0.52106 8.42741 2.12738
H -0.63364 6.65412 2.27475
H -0.79550 7.43548 0.67130
H -2.81038 6.83265 1.58120
C -3.18164 -7.64673 -0.15145
O -2.56818 -6.64962 0.64464
H -3.49504 -7.20194 -1.09889
H -2.46638 -8.44923 -0.34718
H -4.05665 -8.04305 0.36963
H -2.30089 -7.07351 1.47795
C 3.03145 0.58425 6.85710
O 4.05768 0.68705 5.88726
H 3.14969 -0.35577 7.40123
H 3.10550 1.41980 7.55732
H 2.05771 0.59570 6.36118
H 3.92684 1.53022 5.42091
C 1.47068 8.54983 4.67105
O 1.13257 7.50035 3.78303
H 0.55697 9.06529 4.97619
H 1.96532 8.13669 5.55342
H 2.13372 9.25649 4.16580
H 1.96259 7.06168 3.52971
C -4.20866 -7.32985 4.06931
O -3.01671 -7.08775 3.34477
H -4.95038 -7.76761 3.39706
H -4.00459 -8.02625 4.88620
H -4.59216 -6.38705 4.46719
H -2.37791 -6.69973 3.96679
C 0.15729 5.09839 -6.25567
O -1.19792 5.50791 -6.25887
H 0.21262 4.05084 -6.56104
H 0.72580 5.71124 -6.95934
H 0.56853 5.20438 -5.24875
H -1.21537 6.44051 -5.98410

---

No. 4
ORCA calculation (the ωB97M-V functional and the def2-TZVPD basis) on a structure of composition C18H63B2NO7 at a distorted geometry.

For the LUMO energy, the calculation gives 0.248 eV. The value obtained for the orbital gap is 8.10 eV. As for the multiplicity: 1. The net charge is 0.

Geometry (Å):
O -0.75494 -0.66087 1.70602
H -0.89176 0.01102 2.37792
H -0.79966 -0.30050 0.81736
H 0.12226 -1.03546 1.81461
N 2.05345 -0.28261 -0.06402
H 1.17602 0.06191 -0.42667
H 2.45852 -0.87126 -0.77782
H 1.77164 -0.82915 0.73721
H 2.59410 0.51847 0.22937
B 1.43698 -1.22057 1.91620
H 0.90850 -1.45581 1.00537
H 0.82938 -1.50422 2.76155
H 2.43351 -1.62476 2.00444
H 1.52610 -0.14527 1.92255
B -0.14940 0.32200 -0.29438
H 0.03998 -0.72082 -0.09213
H -1.06739 0.35752 -0.86030
H -0.17703 0.85584 0.64290
H 0.63854 0.77355 -0.87704
C 0.57734 2.02587 2.57454
C -0.92427 1.92444 2.87659
C -1.89915 2.28594 1.75176
O -1.22203 0.60585 3.25952
H 0.97304 1.37846 1.79200
H 1.21181 1.91924 3.45442
H 0.79223 3.05898 2.30143
H -1.14162 2.56809 3.72899
H -1.53718 2.10008 0.74055
H -2.14791 3.34658 1.78707
H -2.90158 1.88795 1.90940
H -0.79726 0.46866 4.10943
C 1.01631 -2.54958 -0.86170
C 2.22474 -2.60760 -1.81047
C 1.92104 -1.95866 -3.19301
O 3.20910 -1.75732 -1.19376
H 0.49054 -1.61007 -1.03203
H 1.28974 -2.55813 0.19342
H 0.36187 -3.41049 -0.99823
H 2.62854 -3.61770 -1.87913
H 1.15542 -2.55051 -3.69461
H 2.84855 -1.88338 -3.76062
H 1.65681 -0.92755 -2.95829
H 4.05367 -2.09822 -1.49723
C -1.13635 2.55603 -1.59940
C -0.44779 2.04548 -2.86835
C 0.84178 2.75913 -3.14277
O -0.23770 0.65109 -2.72628
H -0.46370 2.47046 -0.74598
H -2.06919 2.05896 -1.33329
H -1.45321 3.59167 -1.72257
H -1.10515 2.08585 -3.73690
H 1.35050 2.41134 -4.04184
H 1.48562 2.69258 -2.26576
H 0.69075 3.83607 -3.21693
H -0.12120 0.43127 -1.79908
C 2.32930 2.58995 -0.75290
C 3.31404 2.37341 0.43918
C 2.84092 2.82878 1.80868
O 3.58556 0.98235 0.44444
H 2.42465 1.95350 -1.63264
H 2.21864 3.66676 -0.88081
H 1.34496 2.37747 -0.33573
H 4.26295 2.88737 0.28585
H 3.46778 2.40409 2.59276
H 1.83670 2.43134 1.95595
H 2.89210 3.91284 1.91016
H 4.24855 0.86342 1.12848
C -2.34031 -3.78120 -0.40830
C -2.03768 -3.45342 1.00559
C -0.56340 -3.18125 1.25603
O -2.76890 -2.31910 1.35662
H -2.05340 -3.05643 -1.17019
H -3.38223 -4.02029 -0.62121
H -1.75915 -4.67475 -0.63616
H -2.37266 -4.24908 1.67104
H -0.33419 -2.25331 0.73211
H 0.08947 -3.89540 0.75418
H -0.37018 -3.03292 2.31846
H -2.68098 -1.64006 0.68375
C -3.96845 -1.66599 -0.91403
C -2.95545 -0.53122 -0.83752
C -3.47058 0.72137 -0.14426
O -1.87657 -0.96506 -0.04159
H -4.64787 -1.26736 -1.66741
H -4.43339 -1.87817 0.04873
H -3.49914 -2.59349 -1.24203
H -2.60718 -0.33400 -1.85139
H -3.73749 0.64159 0.90954
H -4.37691 1.07191 -0.63798
H -2.78577 1.56303 -0.24791
H -1.15666 -0.35659 -0.22351

---

No. 5
ORCA calculation (the ωB97M-V functional and the def2-TZVPD basis) on a cluster of 14 separate species, C18H64N8O14 in total at a distorted geometry.

For the LUMO energy, the calculation gives 0.033 eV. The value obtained for the orbital gap is 7.42 eV. As for the multiplicity: 1. The net charge is 0.

Geometry (Å):
C 0.95631 -0.92765 0.62934
C 0.29531 0.20235 -0.07466
O -1.05869 0.02435 -0.09766
H 0.87231 -1.88765 0.14834
H 0.53131 -1.09365 1.64434
H 2.05731 -0.83565 0.77234
H 0.58731 0.25835 -1.12466
H 0.55431 1.10735 0.45734
H -1.35969 0.53235 0.62734
C 0.19331 4.15235 -2.60066
C 1.13831 3.00235 -2.27866
O 1.41931 2.06435 -3.31666
H -0.80569 3.87535 -2.80266
H 0.54231 4.69835 -3.42166
H 0.09031 4.70535 -1.72266
H 0.81431 2.45235 -1.42666
H 2.15131 3.30135 -2.08266
H 1.65731 2.68835 -4.03566
C -3.41469 -2.76065 2.38334
C -2.37069 -2.34665 1.33334
O -1.80869 -3.53665 0.89234
H -4.18969 -3.43565 1.93234
H -3.93469 -1.87965 2.62034
H -3.03669 -3.21665 3.29834
H -1.66369 -1.65365 1.78834
H -2.80769 -1.88165 0.47834
H -1.01169 -3.31265 0.38434
C 2.26631 -4.95765 -1.54766
C 3.52531 -4.31665 -1.01766
O 3.24331 -2.96465 -0.64266
H 1.79631 -4.32765 -2.35166
H 1.39231 -4.93965 -0.86366
H 2.37731 -6.00965 -1.85766
H 4.25931 -4.17765 -1.85066
H 3.96831 -4.91365 -0.20666
H 3.92831 -2.73365 -0.03266
C 2.99631 -1.37365 -3.60066
O 3.36831 -2.63965 -3.97066
N 3.05131 -0.29965 -4.32566
N 2.44931 -1.15565 -2.45166
H 3.57531 -0.29865 -5.25966
H 2.74931 0.64135 -4.02166
H 2.58431 -1.95265 -1.82566
H 2.67231 -0.28265 -1.95866
C -0.00769 2.27835 3.32234
O 1.07731 1.42735 3.04034
N -0.67769 2.89535 2.40634
N -0.47169 2.40335 4.49434
H -0.16869 3.11235 1.59034
H -1.44369 3.49335 2.69234
H -0.10569 1.91835 5.39334
H -1.38669 2.80035 4.69134
C -0.48069 -2.14565 -2.41666
O -0.45169 -3.37865 -1.98066
N -0.00269 -1.69065 -3.54566
N -1.48469 -1.30265 -2.30766
H 0.44231 -2.47665 -4.01966
H 0.86731 -1.23365 -3.23966
H -2.34169 -1.76465 -1.87666
H -1.28769 -0.59465 -1.51766
C -3.12069 2.97335 -0.72166
O -1.75769 2.97235 -0.44666
N -3.72069 3.93235 -1.37666
N -3.98469 2.16935 -0.14166
H -3.11469 4.64235 -1.85066
H -4.68569 3.77035 -1.72866
H -3.56069 1.50835 0.60134
H -4.99069 2.01735 -0.54966
C 2.35731 4.54435 0.39634
O 1.56131 3.45635 0.84434
H 2.98731 4.88235 1.25334
H 1.70131 5.35535 0.14034
H 3.08931 4.34735 -0.43366
H 2.13331 2.88835 1.37334
C 2.49031 -3.58065 2.43134
O 1.50231 -3.62565 3.46434
H 3.05731 -2.66965 2.47234
H 1.92031 -3.60065 1.56134
H 3.09531 -4.51065 2.37734
H 1.95431 -3.50965 4.33234
C -3.65869 1.16635 2.70334
O -2.52069 0.95435 1.91834
H -4.38269 0.39935 2.50434
H -4.11369 2.09635 2.37534
H -3.48869 1.12835 3.80534
H -1.79469 1.64235 2.21934
C -4.14669 0.29235 -2.37966
O -3.82669 -0.28665 -3.58066
H -3.41269 0.19035 -1.64366
H -5.16269 -0.04865 -2.02866
H -4.31069 1.31735 -2.65066
H -4.66869 -0.25265 -4.04966
C -0.46369 -1.51265 4.38534
O -1.36869 -0.36465 4.27834
H -0.63669 -2.34565 3.67934
H -0.51369 -1.90265 5.40734
H 0.54131 -1.18165 4.21234
H -1.86069 -0.37065 3.45034
C 3.66031 1.23435 0.05734
O 3.53831 0.99035 -1.34566
H 4.11931 0.38535 0.53634
H 2.67331 1.36835 0.48634
H 4.32431 2.03335 0.17934
H 3.88231 1.76835 -1.86466